1.
124
Properties=species:S:1:pos:R:3:forces:R:3:lowdin_charge:R:1 method="wB97M-V/def2-TZVPD" total_charge=0 spin_multiplicity=1 e_homo_ev=-7.1 homo_lumo_gap_ev=3.64 lumo_energy_ev=-3.476 e_above_lowest_kcal_mol=93.8
C 31.3500 14.8040 37.3290 -3.2 -0.9 -3.6 -0.042
C 32.8050 14.6340 36.7970 0.2 -1.4 4.7 -0.391
C 33.3990 13.3500 37.6470 -2.0 0.4 1.9 -0.135
C 34.6650 12.7310 37.0580 -0.8 3.6 -3.3 -0.138
C 34.2660 12.3950 35.5340 1.2 -2.9 1.0 -0.112
C 33.7790 13.5520 34.6280 1.3 -0.8 1.8 -0.528
N 32.9030 14.4470 35.3270 -2.0 7.1 0.1 0.071
O 32.4350 15.4850 34.7510 1.5 -4.9 1.2 0.147
C 33.0070 12.8810 33.5960 -1.0 -1.6 -2.4 -0.022
C 34.9410 14.4590 34.1330 0.0 -1.6 1.0 0.045
C 33.6060 15.9070 37.2100 1.7 -0.3 0.2 -0.023
H 31.2340 14.9200 38.3720 0.8 -0.8 1.4 0.059
H 30.6260 13.9150 36.8930 2.0 1.9 1.4 0.128
H 30.7480 15.7190 37.0430 1.2 -0.6 -0.7 0.083
H 32.4330 12.6110 37.7500 2.7 1.3 -0.5 0.136
H 33.6830 13.5720 38.8280 -1.0 0.2 -3.0 0.172
H 34.8010 11.9590 37.7740 1.4 -1.1 -0.2 0.073
H 35.5090 13.6090 36.9250 -1.7 -2.5 1.1 0.157
H 33.4230 11.5870 35.5520 1.6 1.4 0.1 0.107
H 35.1570 11.8650 34.9420 -1.9 1.3 1.3 0.130
H 32.5700 13.6150 32.9110 -0.6 -0.2 0.3 0.079
H 32.2380 12.1230 34.1140 1.7 1.6 -1.9 0.150
H 33.8270 12.4560 32.9270 -1.4 -0.6 0.9 0.111
H 35.6780 13.7390 33.7310 -0.3 0.8 -0.4 0.107
H 35.3800 14.9270 34.9890 0.5 0.2 0.6 0.050
H 34.5670 15.2720 33.5720 -0.2 0.5 -1.4 0.063
H 33.2640 16.7640 36.6350 0.4 0.0 -0.3 0.064
H 34.7230 15.7030 37.2110 -1.3 0.4 -1.0 0.080
H 33.5620 16.2180 38.2640 -1.1 -0.7 -0.1 0.108
B 35.5220 12.6610 41.7990 -1.0 0.0 -0.3 -0.512
H 35.0060 13.6350 42.3100 0.0 0.4 0.0 -0.099
H 34.6330 12.3120 40.9300 0.6 -0.2 0.1 -0.088
H 36.5860 12.9600 41.2860 0.2 -0.1 -0.2 -0.094
H 35.6130 11.8440 42.7000 0.1 -0.3 -0.2 -0.089
N 35.4510 10.1730 32.7950 1.5 0.2 3.0 -0.064
C 34.7630 10.2150 31.6210 -3.0 -2.5 3.5 -0.110
C 33.5420 9.3870 31.8480 5.3 1.9 2.9 -0.097
C 33.5460 8.8980 33.1550 4.4 1.6 2.6 -0.045
C 34.9040 9.4740 33.8130 -4.8 -1.5 -3.9 -0.071
H 36.3080 10.6540 33.2030 -1.0 -0.3 -2.1 0.132
H 35.3450 10.4380 30.8230 0.8 1.0 -2.8 0.057
H 32.7930 9.3590 31.1990 -2.9 -0.6 -2.8 0.031
H 32.9320 8.1970 33.7380 0.0 0.6 -0.7 0.074
H 35.3910 9.5410 34.7610 -0.2 -0.5 0.6 0.070
N 29.3050 20.7460 34.6680 -0.7 2.9 -2.6 -0.091
C 29.9530 19.7560 34.0230 0.0 -4.0 0.8 -0.138
C 30.4850 18.7690 35.0530 -4.8 11.6 0.6 -0.087
C 30.3150 19.5210 36.2950 -1.4 2.3 -3.7 -0.034
C 29.6210 20.9090 35.9480 1.4 -4.6 2.7 -0.089
H 28.6670 21.4490 34.1470 1.9 -1.6 1.2 0.201
H 29.8440 19.6070 32.9180 0.0 0.2 1.3 0.109
H 30.8910 17.9660 34.7400 2.9 -5.8 -1.3 -0.027
H 30.6590 19.0700 37.1780 0.2 0.3 1.5 0.040
H 29.2990 21.8110 36.5250 0.3 -1.4 -0.4 0.109
N 38.6250 10.8230 32.6750 1.2 5.2 6.1 -0.070
C 38.6360 12.2100 32.5950 -0.8 1.0 3.2 -0.091
C 38.5600 12.6990 34.0230 -0.1 -7.3 -3.3 -0.067
C 38.5150 11.4560 34.8890 1.6 0.0 -2.6 -0.052
C 38.8520 10.2680 33.9230 -3.3 1.9 3.1 -0.086
H 38.6930 10.2380 32.0120 0.6 -4.7 -6.8 0.041
H 38.5950 12.8300 31.6320 0.1 -1.5 1.6 0.121
H 38.4830 13.6850 34.2570 -0.2 2.4 0.9 0.006
H 38.3910 11.5260 36.0330 0.5 -0.7 -2.2 0.083
H 38.7880 9.0490 34.0530 0.2 3.7 -0.2 0.158
N 35.9170 17.8510 34.1240 5.9 -4.6 3.6 -0.001
C 35.8680 17.7010 35.5530 -1.4 0.1 -0.4 -0.132
C 36.8750 16.8040 36.0640 -0.6 2.7 -8.0 -0.047
C 37.7360 16.4870 34.7790 -9.0 7.0 -0.5 -0.031
C 37.0950 17.1720 33.6210 0.1 -0.1 2.5 -0.072
H 35.5720 18.4110 33.4470 -2.3 2.5 -1.4 0.020
H 34.9030 18.2430 35.9910 2.6 -1.5 -0.5 0.134
H 37.0690 16.3830 36.9770 0.2 -0.6 2.2 0.051
H 38.4280 15.8400 34.8200 5.3 -4.4 -0.1 -0.028
H 37.3460 17.4480 32.4850 -0.3 -1.3 2.9 0.138
N 28.4460 16.2040 34.2730 1.1 2.9 -3.3 -0.038
C 28.4550 14.9950 34.8900 3.2 -3.4 -2.7 -0.132
C 29.1970 14.0750 33.9240 -1.2 3.5 -0.2 -0.099
C 29.6350 14.7300 32.6440 -4.9 5.2 8.2 -0.049
C 29.1230 16.1280 32.9580 0.2 -2.5 0.5 -0.098
H 28.0590 17.2240 34.5070 1.2 -3.5 0.0 0.195
H 28.2730 14.6550 35.9500 -0.2 1.1 -1.5 0.103
H 29.3500 13.0620 34.1140 0.1 -1.5 0.5 0.029
H 29.8330 14.4130 31.7040 1.1 -1.1 -2.4 0.035
H 29.2110 17.0200 32.2890 -0.4 -0.8 1.0 0.088
N 36.6320 10.1700 39.1230 0.8 1.6 2.3 -0.021
C 37.9660 10.3300 38.8350 -6.3 -9.7 -9.5 -0.052
C 38.3180 9.3600 37.6480 -6.8 2.0 3.5 -0.052
C 36.9680 8.7820 37.2980 -0.3 1.4 3.3 -0.097
C 35.9480 9.3210 38.3060 6.7 -0.4 -2.5 -0.118
H 36.2550 10.6570 40.0650 0.6 -1.1 -2.9 0.179
H 38.5600 10.8310 39.2960 6.6 6.1 5.7 -0.014
H 39.1690 9.1880 37.0620 1.2 0.1 -0.2 0.035
H 36.7540 7.8990 36.6480 0.2 1.2 0.4 0.070
H 34.9610 9.2330 38.4960 -3.0 -0.8 0.1 0.040
N 28.1490 15.1340 41.6330 -3.4 -2.8 1.0 -0.051
C 28.4690 15.1210 40.3540 -1.7 -3.2 -2.8 -0.153
C 27.7440 13.9690 39.6780 0.7 0.5 2.9 -0.093
C 27.0810 13.2360 40.8260 0.2 2.9 1.6 -0.100
C 27.1730 14.1580 42.0470 2.0 -2.0 -3.8 -0.074
H 28.4580 15.8510 42.2010 0.6 1.5 1.5 0.112
H 29.2110 15.8640 40.0810 -0.3 -0.3 -0.7 0.097
H 27.6620 13.6630 38.5690 0.6 0.7 2.2 0.076
H 26.6010 12.1730 40.8830 0.7 2.5 -0.5 0.099
H 26.8130 14.0510 43.1060 0.7 0.2 -1.5 0.098
N 30.5820 10.4070 38.9580 -4.6 1.2 6.4 -0.081
C 29.6910 10.8690 38.0770 -0.3 0.7 -5.2 -0.167
C 30.3020 10.6540 36.7470 0.6 -1.8 0.1 -0.143
C 31.5890 9.9810 36.9070 -1.6 0.1 5.2 -0.060
C 31.6410 9.8530 38.5040 2.4 -0.6 -6.3 -0.127
H 30.2740 10.3810 40.0960 1.5 0.2 -4.3 0.267
H 28.6830 11.3510 38.1610 1.4 -0.7 0.8 0.100
H 29.8420 10.6250 35.6810 0.4 0.7 2.3 0.104
H 32.2940 9.4630 36.2150 -0.9 0.8 0.7 0.069
H 32.3340 9.5070 39.2170 1.0 -0.5 0.2 0.084
N 34.1960 19.0680 31.9770 -1.8 1.4 3.0 -0.070
C 34.7010 18.5180 30.8860 -4.3 -5.9 -1.4 -0.119
C 33.8520 17.2780 30.6700 1.4 3.7 4.4 -0.049
C 32.9950 17.1030 31.8810 0.4 1.0 -1.7 -0.093
C 33.1320 18.3500 32.5990 0.2 -2.4 -0.2 -0.119
H 34.3920 19.9980 32.3410 0.2 -0.3 -0.4 0.157
H 35.5340 18.6800 30.2700 0.9 1.2 -0.3 0.087
H 34.0060 16.6430 29.8720 0.2 -1.4 -1.3 0.039
H 32.3250 16.1240 32.0550 1.5 2.9 -0.2 0.114
H 32.6270 18.6100 33.6060 1.3 0.1 -2.1 0.107



2.
121
Properties=species:S:1:pos:R:3:forces:R:3:lowdin_spin:R:1 method="wB97M-V/def2-TZVPD" total_charge=+3 spin_multiplicity=2 e_homo_ev="-15.9 / -15.8" homo_lumo_gap_ev="6.32 / 6.19" lumo_energy_ev="-9.607 / -9.581" s_squared=0.76
Re -0.1349 -0.3734 -0.0141 0.2 -0.3 -0.3 0.902
C -3.8318 -2.0580 0.7599 0.1 0.0 -0.1 0.000
C -2.7588 -2.3203 1.8199 0.0 0.0 0.1 -0.002
C -3.4810 -2.8780 3.0599 0.0 0.1 -0.1 -0.001
P -1.3901 -1.0661 2.1415 0.2 0.2 0.0 0.013
C -0.5461 -1.9084 3.5750 0.0 0.0 -0.1 0.011
C 0.6152 -1.1149 4.1437 0.0 0.1 0.0 0.001
C -0.1199 -3.3449 3.2960 0.1 0.0 -0.2 0.000
C -1.8953 0.4666 2.9977 0.0 0.0 -0.1 0.001
C -2.7801 0.4192 4.0744 0.0 0.0 0.0 -0.001
C -2.9746 1.5367 4.8724 0.0 0.0 0.0 0.000
C -2.2649 2.7027 4.6167 0.0 -0.1 0.0 0.000
C -1.3872 2.7536 3.5433 0.0 0.0 0.0 0.000
C -1.1940 1.6499 2.7100 0.0 -0.1 0.0 0.001
Si -0.1834 1.8361 1.1431 0.0 0.2 0.1 -0.002
C 1.4485 2.7361 1.1386 0.0 0.0 0.0 -0.002
C 1.5715 4.0895 1.4710 0.0 0.0 0.0 0.000
C 2.6959 4.8068 1.1051 0.1 0.0 0.0 0.000
C 3.6988 4.1932 0.3594 0.0 0.0 0.0 0.000
C 3.5981 2.8545 0.0254 0.0 0.0 0.0 0.000
C 2.4816 2.1195 0.4331 0.0 0.0 0.0 -0.001
P 2.3340 0.3154 0.2865 0.0 -0.2 0.2 -0.004
C 3.1284 -0.2039 1.8769 0.0 0.0 0.0 0.001
C 4.4397 0.4673 2.2973 0.0 0.0 0.0 0.000
C 3.2177 -1.7193 2.0016 0.0 0.0 0.0 0.000
C 3.4351 -0.1524 -1.1495 0.0 0.1 -0.1 0.001
C 3.0522 -1.4197 -1.9052 0.0 -0.1 0.1 0.002
C 4.9372 -0.2318 -0.8356 0.0 0.0 0.0 0.000
C -1.2208 2.9864 0.0653 0.0 0.1 0.0 -0.002
C -2.2840 3.7477 0.3249 0.0 -0.1 0.0 -0.001
C -3.0577 4.0545 -0.9237 0.0 -0.2 -0.1 -0.001
C -3.0614 2.8603 -2.8356 0.4 0.0 -0.7 0.000
C -2.6811 1.5283 -2.7166 -0.1 0.4 0.1 0.001
C -1.5198 1.3517 -1.8216 -0.1 -0.3 0.1 0.009
P -0.0819 0.3234 -2.4151 0.0 0.2 -0.1 0.008
C 0.8662 1.3303 -3.6471 0.0 0.0 -0.1 -0.001
C 1.8716 2.3590 -3.0974 0.0 0.0 0.0 0.000
C -0.0690 2.0415 -4.6382 0.1 0.0 0.0 0.000
C -0.6544 -1.1700 -3.3549 0.0 0.0 0.0 0.002
C -1.0373 -1.0474 -4.8311 0.0 0.1 0.0 0.001
C -1.7142 -1.9916 -2.6142 0.0 0.0 0.0 0.001
H -4.4500 -2.9533 0.6917 0.0 0.0 -0.1 0.000
H -3.4232 -1.8627 -0.2333 0.0 0.1 0.1 0.000
H -4.5028 -1.2488 1.0388 -0.1 0.0 0.0 0.000
H -2.1294 -3.1141 1.4087 0.0 -0.1 0.0 0.000
H -4.2978 -2.2170 3.3497 0.0 0.0 0.0 0.000
H -2.8609 -3.0645 3.9296 0.1 0.0 0.0 0.000
H -3.9361 -3.8295 2.7827 0.0 0.0 0.0 0.000
H -1.3368 -1.8973 4.3263 -0.1 -0.1 0.0 0.001
H 1.4347 -1.1265 3.4391 0.0 0.0 0.1 0.000
H 0.9632 -1.5956 5.0581 0.0 0.0 0.0 0.000
H 0.3548 -0.0853 4.3847 0.0 0.0 0.0 0.000
H 0.6306 -3.3579 2.4980 -0.1 -0.1 0.1 0.000
H -0.9439 -4.0030 3.0203 0.0 0.0 0.1 0.000
H 0.3448 -3.7669 4.1869 0.0 0.0 0.0 0.000
H -3.3064 -0.4920 4.3199 0.0 -0.1 0.0 0.000
H -3.6620 1.4888 5.7058 0.0 0.0 0.0 0.000
H -2.3961 3.5676 5.2524 0.0 0.0 0.0 0.000
H -0.8477 3.6756 3.3607 0.0 0.0 0.0 0.000
H 0.7697 4.6059 1.9840 0.0 0.0 0.0 0.000
H 2.7841 5.8517 1.3697 0.0 0.0 0.0 0.000
H 4.5621 4.7622 0.0419 0.0 0.0 0.0 0.000
H 4.3900 2.4059 -0.5539 0.1 -0.1 0.0 0.000
H 2.3775 0.1666 2.5777 -0.1 0.0 0.0 0.000
H 5.3004 0.0716 1.7666 0.0 0.0 0.0 0.000
H 4.5940 0.2515 3.3559 0.0 0.0 0.0 0.000
H 4.4204 1.5495 2.1894 0.0 0.0 0.0 0.000
H 4.0519 -2.1165 1.4237 0.0 0.0 -0.1 0.000
H 2.2999 -2.1996 1.6640 0.0 0.0 0.0 0.000
H 3.3849 -2.0020 3.0421 0.1 0.0 0.0 0.000
H 3.2919 0.6911 -1.8290 0.0 0.0 0.0 0.000
H 3.2392 -2.3018 -1.2881 0.0 0.1 -0.1 0.000
H 3.6784 -1.5075 -2.7943 0.0 0.0 0.0 0.000
H 2.0090 -1.4397 -2.2160 0.0 0.0 0.0 0.001
H 5.1791 -1.1374 -0.2819 0.0 0.0 0.0 0.000
H 5.3295 0.6125 -0.2818 0.0 0.1 0.0 0.000
H 5.4765 -0.2818 -1.7830 0.0 0.0 0.0 0.000
H -2.6766 3.9581 1.3106 0.0 0.0 0.0 0.000
H -3.6132 4.9871 -0.9780 0.0 0.0 0.0 0.000
H -3.6759 3.2108 -3.6566 -0.1 0.1 0.1 0.000
H -3.2362 0.7011 -3.1431 -0.1 0.0 0.1 0.000
H 1.4174 0.5483 -4.1835 0.0 0.0 0.0 0.000
H 1.5086 3.3720 -3.2765 0.0 0.0 0.0 0.000
H 2.8260 2.2711 -3.6155 0.0 0.0 0.0 0.000
H 2.0534 2.2727 -2.0311 0.0 0.0 0.0 0.000
H -0.5062 2.9240 -4.1720 -0.1 0.0 0.0 0.000
H -0.8541 1.4205 -5.0554 -0.1 0.0 0.0 0.000
H 0.5198 2.4167 -5.4770 0.0 0.0 0.0 0.000
H 0.2836 -1.7357 -3.3225 0.0 -0.1 0.0 0.000
H -1.9848 -0.5242 -4.9732 0.0 0.0 0.0 0.000
H -1.1761 -2.0528 -5.2315 0.0 0.0 0.0 0.000
H -0.2789 -0.5622 -5.4404 0.0 0.0 0.0 0.000
H -2.6771 -1.4833 -2.5636 0.0 0.1 -0.1 0.000
H -1.4395 -2.2395 -1.5871 0.0 0.0 0.0 0.001
H -1.8764 -2.9227 -3.1603 0.0 0.0 0.0 0.000
C 1.1231 -4.2640 -2.2522 0.0 0.0 0.0 0.002
P 0.8775 -3.8469 -0.5263 0.0 0.2 0.0 0.008
C -0.5458 -4.8085 -0.0227 -0.1 0.0 0.0 0.002
C 2.3039 -4.5318 0.3126 0.0 0.0 0.0 0.000
O 0.6886 -2.3285 -0.2931 -0.1 -0.2 0.1 0.063
H 1.0758 -5.3526 -2.3283 0.1 0.0 0.0 0.000
H 2.0957 -3.9354 -2.6159 0.0 0.0 0.0 0.000
H 0.3357 -3.8586 -2.8826 -0.1 0.0 0.0 0.000
H -0.2848 -5.8669 -0.0599 0.0 0.0 0.0 0.000
H -1.3810 -4.6382 -0.7031 0.0 0.0 0.0 0.000
H -0.8422 -4.5672 0.9933 0.1 0.0 0.0 0.000
H 2.2598 -5.6167 0.2017 0.0 0.0 0.0 0.000
H 2.3309 -4.2973 1.3727 -0.1 0.0 0.0 0.000
H 3.2209 -4.1783 -0.1571 0.0 0.0 0.0 0.000
N -0.9662 5.6956 -3.4064 0.0 0.1 -0.1 0.000
C -1.4877 4.8620 -2.8165 0.0 0.0 0.1 0.000
C -2.0845 3.7666 -2.0764 -0.1 0.0 -0.2 0.000
C -3.9734 2.8280 -1.3756 0.0 -0.2 0.4 -0.002
C -4.0107 1.6752 -0.4334 -0.1 0.0 0.2 -0.012
C -3.0586 0.8221 -0.0421 0.2 -0.2 0.0 0.007
N -1.8341 0.5068 -0.6489 -0.2 0.3 -0.1 -0.005
C -1.0701 2.7982 -1.4275 0.1 0.0 0.1 -0.001
H -4.9749 3.0803 -1.7132 0.0 0.0 -0.1 0.000
H -4.9209 1.6425 0.1543 0.0 0.0 0.0 0.000
H -3.2759 0.2132 0.8147 0.0 0.0 0.0 0.000
H -0.0564 3.0087 -1.7572 0.1 -0.1 -0.1 0.000



For reference, max |F| by record: 15.0; 0.8 eV Å⁻¹.